Density functional theory data (ωB97M-V/def2-TZVPD) for 12 unconnected molecules or ions with the total composition C47H104F18N7O8P2 in a non-equilibrium geometry.

Structure (XYZ):
```
186
C47H104F18N7O8P2 | the Open Molecules 2025 dataset | ωB97M-V/def2-TZVPD
C -6.3064 -2.5209 -1.7409
C -6.0027 -2.4434 -0.3209
O -6.7667 -2.4828 0.6015
N -4.5123 -2.1395 0.2865
H -3.9339 -1.5457 -0.2674
H -4.7919 -1.6382 1.1691
C -3.6756 -3.3565 0.5263
H -5.4785 -2.8173 -2.4257
H -6.4602 -1.4652 -2.0695
H -7.1573 -3.2052 -1.7520
H -4.1826 -3.8466 1.3599
H -2.6490 -3.0509 0.8426
H -3.7203 -3.9427 -0.3273
C 1.6978 1.3171 -6.3401
C 2.5529 1.9850 -5.2690
O 2.2090 1.8497 -4.0740
N 3.7043 2.5969 -5.5296
H 0.4368 2.0136 0.1575
H 4.2827 2.9888 -4.7944
C 4.2588 2.7908 -6.9051
H 1.1557 2.1657 -6.7866
H 0.9278 0.7214 -5.8198
H 2.3507 0.7724 -7.0533
H 5.3022 2.5559 -6.9178
H 4.1409 3.7945 -7.1801
H 3.8460 2.0281 -7.5533
C -0.2250 0.0379 -1.6270
C 0.7430 -0.7720 -2.2889
O 0.5459 -1.8569 -2.7953
N 2.1910 -0.2166 -2.3840
H 2.1068 0.7670 -2.7883
H 2.4736 -0.0860 -1.3985
C 3.0593 -1.1608 -3.1194
H -0.1665 1.1480 -1.7964
H -0.0167 0.0231 -0.5635
H -1.2604 -0.2159 -1.6719
H 2.7239 -2.1939 -3.0143
H 4.1175 -1.1961 -2.8529
H 3.1790 -0.8132 -4.1307
C 0.9087 0.4420 4.8411
C 2.3215 0.2810 4.3548
O 2.5993 0.0990 3.1553
N 3.2474 0.4128 5.2821
H 2.8993 0.5551 6.1818
H 1.3671 -0.5170 1.5386
C 4.6612 0.2659 4.9461
H 0.5066 -0.5304 4.8821
H 0.3361 0.9926 4.1526
H 0.8550 0.8681 5.8353
H 4.7799 0.5380 3.9297
H 4.9865 -0.7584 5.0796
H 5.1381 0.9513 5.6141
C -5.5090 8.3199 -7.9553
C -4.4513 7.2394 -8.0197
C -4.4233 6.2716 -6.7617
C -3.0886 5.6122 -6.6479
N -3.0150 4.6500 -5.4144
C -2.8968 5.3695 -4.1115
C -2.4449 4.2965 -3.1624
C -1.5421 3.3483 -4.0430
C -1.7871 3.9108 -5.5295
C -4.2146 3.7248 -5.3314
H -6.4759 7.8732 -7.7671
H -5.6215 8.8726 -8.8844
H -5.2761 9.0914 -7.1653
H -3.3977 7.6172 -7.9137
H -4.5087 6.6574 -8.9459
H -5.2767 5.5901 -6.8884
H -4.6334 6.8835 -5.9030
H -2.3160 6.3179 -6.3595
H -2.8907 4.9609 -7.5179
H -3.8365 5.8506 -3.8306
H -2.1059 6.0897 -4.2735
H -3.2165 3.7459 -2.6226
H -1.8865 4.7466 -2.3755
H -1.9257 2.3794 -3.9174
H -0.5131 3.4212 -3.6685
H -1.8191 3.1427 -6.2316
H -0.9786 4.5868 -5.8380
H -4.0524 2.7983 -4.7999
H -4.5118 3.5936 -6.3930
H -4.9693 4.3103 -4.8714
C -1.7893 7.4063 3.2995
C -3.2243 7.0605 3.1491
C -3.5022 5.5286 3.0786
C -4.9677 5.2585 3.0514
N -5.3425 3.8166 2.9895
C -6.7165 3.6791 3.5646
C -6.8208 2.1780 3.8205
C -5.3840 1.6601 3.9919
C -4.5334 2.8962 3.8755
C -5.3023 3.3178 1.5636
H -1.7133 8.4219 3.5146
H -1.0306 7.1625 2.5012
H -1.5133 6.9300 4.1985
H -3.6666 7.5808 2.3623
H -3.7215 7.4830 4.0484
H -3.0610 5.1232 4.0266
H -2.8073 5.1131 2.3012
H -5.4326 5.6952 2.1833
H -5.4512 5.6810 3.9554
H -7.5636 4.0214 2.9488
H -6.7243 4.3084 4.4960
H -7.3316 1.8115 2.9306
H -7.5188 2.1074 4.7010
H -5.1631 0.9047 3.2562
H -5.2381 1.2059 4.9368
H -3.4671 2.7605 3.4736
H -4.4544 3.3885 4.8600
H -4.3319 3.6435 1.0894
H -6.0889 3.8143 0.9781
H -5.2705 2.2644 1.5447
C 4.0510 -13.6166 1.0056
C 4.4508 -12.4411 0.5991
C 5.0574 -11.8828 2.2232
C 5.6300 -10.4563 2.1294
N 6.7086 -10.3111 3.2200
C 6.1280 -10.6915 4.5799
C 5.0111 -9.6887 4.8834
C 5.5830 -8.4034 4.2566
C 6.7731 -8.7551 3.3278
C 7.9704 -10.9673 2.8417
H 3.0588 -13.7641 1.3713
H 4.5072 -14.4903 0.5948
H 3.9641 -14.0399 -1.1281
H 3.5678 -11.7371 0.5425
H 5.3587 -12.3577 0.0084
H 5.8412 -12.5138 2.6028
H 4.1225 -12.0124 2.7612
H 4.9401 -9.5532 2.3010
H 6.1716 -10.3894 1.1369
H 6.8791 -10.6395 5.3329
H 5.9694 -11.8087 4.5380
H 4.8737 -9.7410 5.9642
H 4.1254 -10.0090 4.2879
H 6.0311 -7.8641 5.1092
H 4.8042 -7.7879 3.8342
H 7.7521 -8.5385 3.6805
H 6.6131 -8.4147 2.2982
H 7.7127 -11.9819 2.6409
H 8.7641 -10.7980 3.6095
H 8.2870 -10.5559 1.9201
C 1.9548 3.1069 0.7430
O 1.1197 4.1020 1.1606
O 1.2285 2.4678 -0.2472
C 3.3268 3.6274 0.1999
F 3.1901 4.6318 -0.6121
F 4.0467 3.9822 1.2998
F 4.0477 2.6534 -0.3970
C 1.2914 4.7049 2.5036
C 1.2237 3.6189 3.6014
H 1.1192 3.9585 4.6250
H 0.5057 2.8876 3.3044
H 2.2159 3.1224 3.6562
H 0.4387 5.3349 2.5602
H 2.2282 5.2422 2.4629
H 2.2611 2.3895 1.5745
C 2.8485 -1.5828 1.0326
O 3.6804 -0.9503 0.0116
O 1.5325 -1.2279 0.9292
C 2.9450 -3.1335 0.9085
F 2.3907 -3.6171 -0.2371
F 4.2473 -3.5110 0.8836
F 2.3696 -3.7993 1.9014
C 4.7450 -0.1311 0.5127
C 5.8250 -0.9761 1.0615
H 6.2550 -1.7466 0.3624
H 6.7151 -0.3884 1.2172
H 5.4316 -1.4284 1.9725
H 4.5299 0.5083 1.3134
H 5.0433 0.4065 -0.3626
H 3.1974 -1.2973 2.0360
P -4.4756 1.0987 -1.6492
F -3.9382 1.4690 -3.1132
F -5.8082 0.4332 -2.3637
F -3.6709 -0.3122 -1.6941
F -5.1058 0.6544 -0.2231
F -3.1758 1.7996 -0.9284
F -5.2329 2.4793 -1.5366
P -2.0026 0.2545 2.0860
F -3.3774 -0.4040 2.7377
F -1.1684 -1.0793 2.4451
F -2.2709 -0.2849 0.5828
F -0.5683 0.8881 1.4356
F -2.7440 1.5166 1.5620
F -1.7118 1.0579 3.4825
```

Summary:
charge = +3

Density functional theory data (ωB97M-V/def2-TZVPD) for a molecular structure, C37H33BCdN7 in a non-equilibrium geometry.

Structure (XYZ):
```
79
C37H33BCdN7 | the Open Molecules 2025 dataset | ωB97M-V/def2-TZVPD
Cd -0.0140 0.0192 0.2160
C 2.6022 0.0115 -4.4756
C 2.5777 0.0025 -2.9907
C 3.6600 -0.0094 -2.1341
C 3.1271 -0.0117 -0.8383
N 1.7875 -0.0005 -0.9286
N 1.4594 0.0068 -2.2388
B 0.0014 0.0092 -2.7483
N -0.7294 1.2736 -2.2475
N -0.9190 1.5616 -0.9408
C -1.5993 2.7167 -0.8667
C -1.8427 3.1727 -2.1694
C -1.2810 2.2358 -3.0124
C -1.2776 2.2502 -4.4971
C -2.0169 3.3703 0.3707
C -2.6911 4.5918 0.3041
C -3.1144 5.2380 1.4484
C -2.8716 4.6828 2.6926
C -2.1966 3.4768 2.7758
C -1.7770 2.8231 1.6310
N -0.7321 -1.2540 -2.2445
N -0.9045 -1.5395 -0.9357
C -1.5726 -2.7008 -0.8500
C -1.8296 -3.1621 -2.1478
C -1.2848 -2.2231 -3.0004
C -1.2899 -2.2438 -4.4855
C -1.9539 -3.3495 0.4012
C -2.6491 -4.5604 0.3753
C -3.0218 -5.1895 1.5472
C -2.7104 -4.6281 2.7742
C -2.0195 -3.4284 2.8172
C -1.6467 -2.7975 1.6447
C 3.8761 -0.0275 0.4146
C 3.2403 -0.0356 1.6555
C 3.9670 -0.0505 2.8314
C 5.3515 -0.0591 2.7937
C 5.9981 -0.0536 1.5690
C 5.2722 -0.0379 0.3939
H 3.6312 0.0117 -4.8246
H 2.1012 0.8954 -4.8641
H 2.0981 -0.8654 -4.8757
H 4.6900 -0.0161 -2.4224
H 0.0052 0.0079 -3.9196
H -2.3575 4.0598 -2.4727
H -1.7922 3.1376 -4.8550
H -1.7837 1.3714 -4.8900
H -0.2612 2.2559 -4.8834
H -2.8890 5.0433 -0.6526
H -3.6344 6.1797 1.3691
H -3.2072 5.1813 3.5893
H -2.0037 3.0455 3.7478
H -1.2637 1.8715 1.7189
H -2.3406 -4.0551 -2.4401
H -1.8036 -3.1347 -4.8364
H -0.2746 -2.2498 -4.8758
H -1.7990 -1.3682 -4.8820
H -2.9021 -5.0171 -0.5667
H -3.5595 -6.1241 1.5049
H -3.0042 -5.1202 3.6890
H -1.7747 -2.9831 3.7723
H -1.1084 -1.8576 1.6952
H 2.1581 -0.0308 1.6997
H 3.4543 -0.0545 3.7842
H 5.9209 -0.0700 3.7107
H 7.0764 -0.0619 1.5310
H 5.7974 -0.0348 -0.5462
N 0.0187 0.0336 2.5047
C 0.0711 -0.0100 3.6550
C 0.0991 -0.0461 5.0515
C -0.3111 1.0843 5.7683
C -0.3296 1.0466 7.1475
C 0.0540 -0.1080 7.8155
C 0.4757 -1.2244 7.1067
C 0.5044 -1.2034 5.7263
H -0.6105 1.9685 5.2278
H -0.6490 1.9158 7.7025
H 0.0204 -0.1387 8.8934
H 0.7783 -2.1158 7.6352
H 0.8279 -2.0625 5.1587
```

Summary:
charge = +1
ΔE to the lowest compared entry with this formula, charge and spin = 0.524 eV

Let's list electronic energy in order: -5318.11773, -2005.57952 hartree.
Let's list gap between HOMO and LUMO in order: 7.060, 7.763 eV.